(1)
Here is C24H15N4PPdS2Se as an isolated structure from the Open Molecules 2025 dataset. Energies are from ωB97M-V/def2-TZVPD.

Structure (XYZ):
```
48
C24H15N4PPdS2Se, DFT ωB97M-V/def2-TZVPD
S 0.58282 0.97528 1.64853
C -3.70934 1.60490 1.12966
C -1.91454 3.21370 0.98603
C -1.02777 1.74761 -3.41834
C 1.64772 3.33944 3.19315
H -1.38619 4.44537 -5.42712
Pd -0.14391 -0.24903 -0.13796
H -3.94589 3.91319 3.59308
H -2.65945 3.92150 -1.37905
H -5.09248 1.90003 2.73455
C 3.45889 3.79542 1.59259
H -1.00816 3.57213 0.51094
H -2.48942 5.32394 -3.39804
H -1.46120 -3.38098 -0.46136
H -0.63584 0.74014 -3.42374
C -1.63971 2.24806 -2.27022
C 0.40812 -2.77706 1.40454
C 1.89264 1.99108 1.19777
H 2.34428 0.05280 -2.67162
C -3.95734 -0.67215 -1.80713
C -2.41630 3.87624 2.09219
C -3.35737 -2.97797 -1.38998
C -4.25136 -2.02242 -1.88289
C -2.07886 4.32308 -3.40293
S 2.71093 1.66340 -0.31340
C -2.56439 2.07912 0.49702
P -1.82081 1.15774 -0.85238
C 1.53602 0.54530 -0.95348
C -1.45939 3.82822 -4.54135
H -5.18266 -2.34794 -2.32796
C 2.33319 3.01424 1.98598
H -4.20207 0.71050 0.77126
Se -0.11900 -3.94718 2.60234
N 1.55851 -0.04985 -2.03209
C -4.20607 2.27305 2.23932
N 0.74097 -2.00610 0.58134
H -1.90297 4.74652 2.47798
C -3.56221 3.40361 2.71920
C -1.83103 -1.26806 -0.74391
H -4.63684 0.07807 -2.19178
C -2.17571 3.53491 -2.26650
C -2.14019 -2.62416 -0.83112
N 4.36173 4.40403 1.22069
H -3.62608 -4.02524 -1.44998
N 1.06582 3.58810 4.15345
C -2.74662 -0.33178 -1.21456
C -0.94116 2.54031 -4.55122
H -0.46906 2.15254 -5.44423
```

Computed properties:
**Relative energy (zero: lowest compared OMol25 entry of this formula, charge and spin)**: 34.4 kJ/mol
**Maximum force**: 0.47 eV Å⁻¹
**HOMO-LUMO gap**: 5.38 eV
**Electronic energy**: -4809.53057 Eh
**HOMO energy**: -7.70 eV

(2)
Here is C24H16F6N7S3Tl as an isolated structure in a non-equilibrium geometry from the Open Molecules 2025 dataset. Energies are from ωB97M-V/def2-TZVPD.

Structure (XYZ):
```
57
C24H16F6N7S3Tl, DFT ωB97M-V/def2-TZVPD
C 0.66135 3.44114 3.87440
C -5.49035 1.57404 -1.22320
C 2.17465 -2.49456 -3.16000
F -7.29585 0.04584 -1.19250
F -3.64755 3.04794 -1.35780
H 4.14195 -3.02766 -1.13630
C 2.34265 3.05394 -1.28120
N 1.94795 -2.32866 1.59210
Tl -0.70795 -0.91796 0.28540
C 1.57485 -2.07316 -1.96700
C 0.78465 2.73134 2.69100
N 1.42415 3.02344 1.51730
C 2.70185 0.95654 -2.38110
H 1.91255 3.87784 1.30750
C -3.70055 -0.60266 -1.29700
H 3.54455 -3.53756 0.45370
H 3.04895 -3.12206 -3.13390
C 3.28065 -3.41306 -0.59370
H 2.98295 0.16774 -3.04840
H -1.01505 -0.07336 3.41150
F -5.57835 -2.04246 -1.26970
H 1.10535 4.41934 3.98740
C -3.24755 0.71974 -1.35370
S -2.63015 -1.96736 -1.29950
H 3.01465 -4.38346 -1.01360
H -1.23555 1.16704 5.51490
H -0.18095 3.35564 5.82820
C -0.06085 2.84224 4.88560
C -0.02585 -0.92706 -3.15210
N 0.55805 0.99734 1.24870
F -1.92475 0.96204 -1.48670
N 0.49265 -1.28866 -1.99670
C 1.14425 -2.35076 2.62200
H 0.02625 -1.00616 -5.29170
C 1.63055 -2.11626 -4.37220
H 2.07935 -2.45216 -5.29540
C 0.49945 -1.31486 -4.37490
C -5.97495 0.26844 -1.22690
H 2.71905 -2.36536 3.90090
C -4.11915 1.79404 -1.30340
F -6.33935 2.60964 -1.17010
C 1.26175 1.95514 0.68710
S 3.07255 2.61054 -2.76260
H 2.28785 4.08554 -0.99810
S -0.57145 -2.40656 2.54900
H -0.90405 -0.30366 -3.10500
C 0.22535 1.44704 2.50620
C -0.52555 0.87744 3.53310
C -5.08835 -0.79656 -1.26030
C -0.65415 1.58884 4.70710
F -2.19475 0.40894 1.07400
N 1.50185 -2.07336 0.38610
N 2.10065 0.77414 -1.26960
C 1.87915 1.94284 -0.61630
N 1.72205 -2.47226 3.83530
C 2.10525 -2.48206 -0.67440
H 1.16325 -2.40626 4.66640
```

Computed properties:
**Relative energy (zero: lowest compared OMol25 entry of this formula, charge and spin)**: 121.2 kJ/mol
**Maximum force**: 1.84 eV Å⁻¹
**HOMO-LUMO gap**: 7.17 eV
**Electronic energy**: -3273.71017 Eh
**HOMO energy**: -7.60 eV

(3)
Here is C24H17Cl3N2O3PdS3 as an isolated structure in a non-equilibrium geometry from the Open Molecules 2025 dataset. Energies are from ωB97M-V/def2-TZVPD.

Structure (XYZ):
```
53
C24H17Cl3N2O3PdS3, DFT ωB97M-V/def2-TZVPD
N 0.51531 -0.44859 2.26962
C 3.98462 -1.38375 -3.05526
C 4.11335 -0.58391 0.31045
C -2.01249 -2.85509 0.98737
Pd 0.50823 0.52014 -0.50030
C 3.62805 -3.66821 -3.15842
H 3.59955 -4.69488 -3.49473
O 1.79236 -0.88542 -0.17885
H -2.61530 -2.85164 -2.35820
C 2.87411 0.80548 -1.37998
C -1.11334 -1.76943 1.01152
H -3.09841 -4.33007 2.14394
H 1.26674 -0.62432 1.60230
C 3.36419 -1.58167 -1.85932
H 5.42324 0.24209 3.27887
H -1.23607 -0.79610 -2.12307
C -1.01512 2.65569 -0.71328
H 4.32376 -0.40907 -3.38785
C -0.92735 -2.03297 3.39376
H -2.19432 -3.52903 4.30089
H 1.39688 3.04110 -3.40398
H 3.24046 0.65670 1.84185
C 4.14411 -2.58951 -3.80850
C -1.94186 3.90050 -0.89288
C -2.22589 -2.57174 -1.38878
Cl -1.13467 4.96267 -2.09134
O -1.20894 1.66737 -1.47799
H -3.19747 -4.11977 -0.29912
C -1.89252 -3.06390 3.36943
S 2.95088 -3.23543 -1.65381
H 3.38277 4.20330 -2.14548
C 6.15075 -0.97200 1.64753
C -2.53706 -3.25934 -0.26176
C -0.48842 -1.41701 2.24966
S 5.57362 -1.44891 0.12221
C -2.39992 -3.50289 2.18741
N -0.87888 -1.04421 -0.13177
H 1.27625 0.49109 -2.82302
H 0.87896 -0.27775 3.19526
H -0.48227 -1.74266 4.34046
S 3.88577 2.12122 -0.98338
C 3.03573 -0.57290 -0.76600
C 1.94699 1.17679 -2.32940
C -1.40877 -1.43370 -1.26720
Cl -3.53086 3.42459 -1.50538
C 4.07816 0.04978 1.51939
C 5.25297 -0.17290 2.29413
H 7.11870 -1.30520 1.99269
C 2.06033 2.55082 -2.70412
H 4.61338 -2.64201 -4.78268
Cl -2.15137 4.78702 0.61952
O -0.10131 2.70301 0.11655
C 3.07817 3.16901 -2.06019
```

Computed properties:
**Relative energy (zero: lowest compared OMol25 entry of this formula, charge and spin)**: 0.0 kJ/mol
**Maximum force**: 1.56 eV Å⁻¹
**HOMO-LUMO gap**: 7.47 eV
**Electronic energy**: -3963.00160 Eh
**HOMO energy**: -8.16 eV

Question: HOMO energy of number 2 (C24H16F6N7S3Tl)?
Answer: -7.60 eV